DFT (wB97M-V/def2-TZVPD) results for the molecule C2H5N3S.

Positions of all 11 atoms, in Å:
C -0.4792 0.2972 -0.0781
C 0.9152 -0.1687 -0.0565
H -3.2823 -0.9456 0.2966
H -2.9120 0.6818 0.4357
H -0.6715 1.3732 -0.0622
H 0.9353 -1.2596 -0.0882
H 4.1511 0.6550 -0.1635
N -2.6754 -0.1861 -0.0792
N -1.3499 -0.5752 -0.1280
N 1.9831 0.5170 -0.0652
S 3.3856 -0.3890 -0.0112

ΔE to the lowest compared entry with this formula, charge and spin = 2.685 eV
Orbital gap = 9.07 eV
Molar mass = 103.150 u
Lowest unoccupied orbital energy = 0.5708 eV
Energy = -17458.427 eV
Structure (SMILES) = N/N=C/C=N/S


DFT (wB97M-V/def2-TZVPD) results for a 2-piece molecular cluster, C4H15N3O overall.

Positions of all 23 atoms, in Å:
C -1.7284 0.4923 -1.2869
O -0.4081 0.5804 -1.6918
C -2.0026 -0.4205 -0.0899
N -1.4590 -1.7769 -0.1639
H -2.2056 1.4480 -1.0193
H -2.3275 0.0641 -2.0993
H -1.6415 -0.0007 0.8546
H -3.0843 -0.4623 0.0423
H -2.1091 -2.3810 -0.6453
H -0.6325 -1.7626 -0.7556
C 1.8422 -0.4214 0.4307
N 1.7386 -1.4515 1.4626
C 1.2500 0.8799 0.9179
N 1.1240 1.8835 -0.1766
H 1.3046 -0.7210 -0.4747
H 2.8817 -0.2903 0.1282
H 1.9862 -2.3347 1.0413
H 0.7790 -1.5150 1.7730
H 1.8421 1.2920 1.7431
H 0.2486 0.7564 1.3223
H 0.4040 2.5689 0.0334
H 1.9893 2.4077 -0.2264
H 0.2084 1.1648 -1.1198

ΔE to the lowest compared entry with this formula, charge and spin = 1.150 eV
Orbital gap = 9.69 eV
Molar mass = 121.184 u
Lowest unoccupied orbital energy = 0.8548 eV
Energy = -10908.390 eV
Structure (SMILES) = NCCN.NCCO


DFT (wB97M-V/def2-TZVPD) results for CF3LaMgNO4S3 as an isolated structure.

Positions of all 14 atoms, in Å:
La -2.1693 1.3522 1.7295
N -1.3511 -0.6889 0.8139
S -0.1884 -1.0494 -0.0312
O 1.0305 -0.1401 -0.2130
C 0.8540 -2.2811 0.9064
F 0.1090 -3.2829 1.3398
F 1.3855 -1.5989 1.9251
F 1.8255 -2.7521 0.1406
Mg 1.0782 1.7930 -0.1670
S -1.8217 3.2542 -0.7772
O -0.8308 2.6302 0.4679
S -0.4752 1.8395 -2.5663
O 0.9854 2.3116 -2.0515
O -0.4316 -1.3873 -1.5169

ΔE to the lowest compared entry with this formula, charge and spin = 0.271 eV
Orbital gap = 5.94 eV
Total charge = +1
Molar mass = 406.420 u
Lowest unoccupied orbital energy = -5.7564 eV
Energy = -57671.835 eV


DFT (wB97M-V/def2-TZVPD) results for C17H12F2N4OS as an isolated structure.

Positions of all 37 atoms, in Å:
O 3.5973 2.0444 -0.3788
C 3.4157 1.3342 0.4749
N 2.2127 1.4405 1.0908
C 0.8860 1.7459 0.5731
C -0.2972 1.2149 1.1315
C -1.6186 1.6130 0.8166
C -1.7620 2.2673 -0.2667
C -0.5515 2.8200 -1.2218
C 0.6649 2.5249 -0.6817
H 1.6461 2.7609 -1.1199
H -0.6885 3.5447 -2.0049
F -2.9888 2.7636 -1.0551
F -2.6455 1.1305 1.3112
H -0.2465 0.9149 2.2376
H 1.9437 0.6996 1.7740
C 4.1531 0.2709 1.1571
H 3.9884 -0.2426 2.0643
H 5.2076 0.6267 1.1017
S 4.3454 -0.9768 -0.2333
C 2.5007 -1.4398 -0.0808
N 1.7933 -1.2734 0.8176
N 0.4298 -1.2885 1.0744
C -0.1257 -1.5989 -0.1217
C 0.4944 -2.0239 -1.1851
C 1.9245 -1.8018 -1.6099
H 2.6095 -2.1981 -2.2392
H 0.0227 -2.6074 -2.2244
C -1.5400 -1.4818 -0.1166
C -2.4345 -1.2230 -1.0357
C -3.6890 -1.1194 -0.9040
C -4.2529 -1.3252 0.2024
N -3.5681 -1.9061 1.1366
C -2.2029 -1.9349 1.1236
H -1.6898 -2.4626 1.9288
H -5.3589 -1.4224 0.4440
H -4.3117 -0.5095 -1.7319
H -1.8637 -0.8809 -2.2489

Orbital gap = 7.11 eV
Molar mass = 358.373 u
Lowest unoccupied orbital energy = -1.3527 eV
Energy = -42088.875 eV


DFT (wB97M-V/def2-TZVPD) results for an isolated ion of composition C8H15N2O2 and charge +1.

Positions of all 27 atoms, in Å:
C 0.0755 2.0652 0.4200
C 0.6521 -0.0731 1.0488
C -0.4020 0.2378 -1.0677
C -0.8246 -0.2425 -2.3654
C -1.4854 -2.5233 0.5597
C 1.4457 3.7915 -0.4524
C 1.3877 -0.4922 3.1777
C -0.2598 -2.0617 -0.2061
N -0.2191 1.5458 -0.8810
N -0.0820 -0.5979 -0.0276
O 0.7393 3.1299 0.5732
O 0.5140 -0.7209 2.1466
H -0.6861 -1.3918 -2.4337
H -1.9821 -0.0102 -2.3554
H -0.3795 0.1992 -3.2731
H -2.3391 -1.7734 0.3331
H -1.4381 -2.5606 1.6461
H -1.8410 -3.5548 0.2245
H 0.7364 4.2500 -1.2599
H 2.0313 2.9294 -0.9706
H 2.0927 4.5697 -0.0168
H 0.7528 -0.5174 4.2147
H 2.0366 0.2954 3.0579
H 1.9715 -1.4986 3.2242
H -0.6244 -2.4157 -1.1696
H 0.6152 -2.7387 0.0710
H -0.6251 2.1331 -1.5941

ΔE to the lowest compared entry with this formula, charge and spin = 4.627 eV
Orbital gap (spin up / spin down) = 8.25 / 8.25 eV
Total charge = +1
Molar mass = 171.220 u
Lowest unoccupied orbital energy (spin up / spin down) = -3.3807 / -3.3811 eV
Energy = -15602.093 eV


DFT (wB97M-V/def2-TZVPD) results for C24H44O3P2SY as an isolated structure.

Positions of all 75 atoms, in Å:
Y 1.1601 -0.6551 1.9777
C -0.9794 -0.8875 3.1687
C -0.7681 -2.1388 2.4924
C 0.8969 -1.8944 4.0889
C 0.0266 -0.7651 4.1925
C 0.4062 -2.7507 3.0504
C -2.1646 0.0000 3.0473
H -2.4682 0.1185 1.9974
H -1.9433 0.9970 3.4525
H -3.0289 -0.4068 3.6002
C -0.0231 0.1360 5.3711
H -0.9740 0.6745 5.4046
H 0.7979 0.8693 5.3712
H 0.0618 -0.4512 6.3007
C 1.9890 -2.2036 5.0457
H 1.6390 -2.1098 6.0846
H 2.8361 -1.5136 4.9185
H 2.3425 -3.2311 4.9037
C 0.9669 -4.0898 2.7202
H 0.9002 -4.7774 3.5801
H 2.0300 -4.0257 2.4455
H 0.4196 -4.5448 1.8875
C -1.6500 -2.7467 1.4606
H -1.7237 -3.8364 1.5925
H -1.2561 -2.5755 0.4449
H -2.6658 -2.3281 1.5052
C -1.6993 2.4500 -0.7032
C -2.6708 1.6048 -0.3086
C -2.6228 0.1259 -0.5699
C -2.4911 -0.2489 -2.0713
C -1.2003 -0.6893 -2.6008
C 0.1305 -0.4016 -2.0926
C 0.2482 0.8243 -1.1228
C -0.6017 2.0148 -1.6090
H -3.5690 -0.3063 -0.2025
H -2.9912 0.5520 -2.6663
H -1.8390 -0.3940 0.0100
H -1.1159 1.6680 -2.5942
H -1.7051 3.5086 -0.4224
H -3.5325 1.9665 0.2566
H 0.0436 2.8807 -1.8396
H -0.1025 0.5194 -0.1238
H 0.5034 -1.3012 -1.5548
H 1.3030 1.1470 -1.0028
H -3.1385 -1.1317 -2.2301
H -1.2480 -1.6366 -3.1526
P -0.5799 1.7743 -4.1802
C -0.6915 3.5049 -4.6662
C -1.7070 0.8718 -5.2653
P 1.4295 -0.3673 -3.3385
C 1.1323 1.2006 -4.2401
C 1.1861 -1.6427 -4.5710
C 3.0755 -0.4090 -2.6730
H 0.2240 4.0515 -4.3957
H -1.5599 3.9671 -4.1687
H -0.8373 3.5442 -5.7580
H -1.5466 1.2328 -6.2947
H -2.7492 1.0819 -4.9743
H -1.5388 -0.2119 -5.2232
H 3.7494 -0.1155 -3.4966
H 3.3128 -1.4319 -2.3563
H 3.2132 0.2816 -1.8284
H 1.8211 1.9822 -3.8652
H 1.3510 1.0280 -5.3108
H 1.9076 -2.4521 -4.3869
H 1.4001 -1.1793 -5.5428
H 0.1684 -2.0482 -4.5752
C 2.2490 2.5873 4.2818
S 2.4713 1.8347 2.6735
O 1.0591 1.6118 2.1238
O 3.3412 2.6160 1.8425
O 2.9451 0.3982 2.9170
H 2.7165 3.5762 4.2230
H 2.7448 1.9863 5.0488
H 1.1838 2.7109 4.4964

ΔE to the lowest compared entry with this formula, charge and spin = 0.000 eV
Orbital gap (spin up / spin down) = 4.05 / 4.05 eV
Total charge = +1
Molar mass = 563.534 u
Lowest unoccupied orbital energy (spin up / spin down) = -3.3669 / -3.3664 eV
Energy = -62190.444 eV


DFT (wB97M-V/def2-TZVPD) results for C39H33CoIN2O6P2S as an isolated structure.

Positions of all 85 atoms, in Å:
Co -0.3248 1.1227 -1.4128
C -0.9929 -1.9539 -0.1416
N -0.2179 -1.8416 1.0814
C 0.4201 -0.5848 1.4052
P -0.5680 0.8713 0.8411
C -2.2047 0.5924 1.5763
C -3.3108 1.1847 0.9754
C -4.5684 1.0373 1.5458
C -4.7268 0.2873 2.6997
C -3.6243 -0.3064 3.3031
C -2.3655 -0.1436 2.7496
C 0.1219 2.1637 1.9304
C 1.5003 2.2750 2.1430
C 1.9992 3.2937 2.9380
C 1.1351 4.2082 3.5281
C -0.2307 4.1003 3.3240
C -0.7373 3.0797 2.5302
C -0.1391 -2.8975 1.9579
C 0.8871 -2.9698 2.9167
C 0.9622 -4.0350 3.7965
C 0.0389 -5.0709 3.7545
C -0.9723 -5.0127 2.8057
C -1.0708 -3.9501 1.9241
P -0.3125 -1.0571 -1.6354
C 1.4915 -1.6158 -1.4614
C 2.4802 -0.8197 -2.0317
C 3.8206 -1.1724 -1.9671
C 4.1973 -2.3409 -1.3217
C 3.2224 -3.1654 -0.7772
C 1.8824 -2.8113 -0.8583
C -0.6184 -2.2436 -3.0322
C 0.2861 -2.4061 -4.0752
C 0.0045 -3.2610 -5.1344
C -1.1700 -3.9946 -5.1476
C -2.0757 -3.8495 -4.1026
C -1.8096 -2.9685 -3.0689
H -2.0162 -1.5812 -0.0266
H -1.0434 -3.0064 -0.4258
H 1.4066 -0.4727 0.9383
H 0.5476 -0.5063 2.4858
H -3.1753 1.7628 0.0707
H -5.4208 1.5192 1.0861
H -5.7091 0.1740 3.1420
H -3.7431 -0.8857 4.2104
H -1.5095 -0.5963 3.2349
H 2.1909 1.6097 1.6491
H 3.0703 3.3842 3.0623
H 1.5307 5.0155 4.1329
H -0.9168 4.8237 3.7429
H -1.8047 3.0380 2.3555
H 1.6490 -2.2041 2.9457
H 1.7707 -4.0595 4.5177
H 0.1065 -5.9023 4.4433
H -1.7131 -5.8019 2.7563
H -1.8963 -3.9156 1.2285
H 2.1937 0.0916 -2.5384
H 4.5678 -0.5222 -2.4056
H 5.2437 -2.6108 -1.2472
H 3.5019 -4.0900 -0.2849
H 1.1472 -3.4898 -0.4464
H 1.2181 -1.8577 -4.0734
H 0.7137 -3.3541 -5.9479
H -1.3857 -4.6685 -5.9677
H -3.0048 -4.4073 -4.1062
H -2.5502 -2.8101 -2.2942
O 4.8051 3.9110 -3.1580
C 3.7609 3.4030 -2.8097
C 2.5625 3.1230 -3.7114
O 2.4597 3.4496 -4.8779
C 1.6117 2.3776 -2.8645
C 2.1424 2.2467 -1.5686
O 1.4729 1.5812 -0.6867
C 3.4259 2.8940 -1.4225
O 4.1113 3.0134 -0.4121
O 0.4923 1.8615 -3.1620
N 0.1348 4.7257 -0.3104
C -1.0815 4.2364 -0.6994
O -1.2253 3.0277 -0.9796
C -2.1632 5.1686 -0.8307
I -3.6657 5.7729 1.7687
H 0.8259 4.0370 -0.0494
H 0.1417 5.5811 0.2194
H -3.0833 4.8075 -1.2549
H -1.9617 6.2268 -0.8360
S -2.1448 0.1348 -2.1507

ΔE to the lowest compared entry with this formula, charge and spin = 0.539 eV
Orbital gap (spin up / spin down) = 6.22 / 6.35 eV
Total charge = -2
Molar mass = 905.553 u
Spin multiplicity = 2
Lowest unoccupied orbital energy (spin up / spin down) = 3.8564 / 3.8562 eV
Energy = -131387.188 eV